Here is a 6-piece molecular cluster, C33H61FO15S6 overall at a distorted geometry from the Open Molecules 2025 dataset. Energies are from ωB97M-V/def2-TZVPD.

Output
Orbital gap = 0.278 hartree
Structure (SMILES) = C=CC(=O)OCCCCCC[C@H]1C[C@H](F)OS(=O)(=O)C1.O=S1(=O)CCCC1.O=S1(=O)CCCC1.O=S1(=O)CCCC1.O=S1(=O)CCCC1.O=S1(=O)CCCC1
E = -133646.62846 eV
E_HOMO = -7.3 eV

```
116
C33H61FO15S6 | the Open Molecules 2025 dataset | ωB97M-V/def2-TZVPD
H 4.177 7.200 -2.467
H -0.657 2.221 0.834
H -7.804 0.679 1.260
O -5.180 -6.517 1.773
H 1.335 0.014 1.391
H -1.358 -5.525 -0.465
C -11.029 -0.084 0.444
H -0.833 -3.844 -0.179
S 1.293 5.436 3.558
C 10.848 3.772 -6.005
O 0.019 5.314 4.204
O 4.994 6.220 -0.130
C -0.500 -4.860 -0.371
H -11.804 0.290 -0.224
C -3.966 -8.802 2.250
C -1.173 -1.053 0.899
O -7.808 -1.269 -0.633
S -8.703 -1.389 0.493
C 1.737 3.895 2.756
H -0.702 4.315 2.003
F 0.598 6.671 0.196
H -10.904 -2.262 0.239
C -5.385 -3.443 2.241
H 6.525 3.940 -3.781
H -0.566 4.461 0.271
H 6.051 6.335 -3.631
O 3.427 4.376 -0.797
C -5.364 -2.568 1.169
S 9.379 5.711 -5.027
H 2.820 3.823 2.826
C -4.370 -1.470 1.227
C 0.530 0.657 1.754
H 2.417 2.217 0.765
H -10.360 -1.362 -1.198
C 10.594 5.029 -3.891
H 0.893 1.128 2.669
H -9.560 1.301 -0.337
C 1.624 -6.433 0.038
H -1.540 0.575 2.293
H 10.928 2.796 -6.482
H 4.800 5.683 -4.672
C 5.635 4.256 -3.244
H -2.054 -9.118 3.236
O -4.337 -0.585 2.062
H -2.371 -7.446 2.777
H 0.203 1.173 -0.264
C 1.146 -6.332 -1.416
O -0.321 -6.298 1.839
O -3.444 -1.658 0.277
C 0.432 -4.982 -1.573
C 5.197 5.666 -3.657
H -0.355 -1.076 0.175
H -3.756 -9.019 5.003
C 1.479 2.701 0.487
H 1.603 -7.454 0.410
H 1.257 3.071 3.272
C -8.771 0.188 1.335
H 10.137 4.923 -2.910
H 6.799 4.866 -1.516
H 11.424 5.730 -3.838
H -5.529 -7.450 4.984
S 4.514 5.279 -1.107
H 4.836 3.541 -3.458
H -2.222 -0.582 -0.901
H 12.049 3.442 -4.208
H -1.300 -2.079 1.237
H 1.165 -4.173 -1.559
H 9.333 4.800 -7.227
O 8.076 5.702 -4.404
H 8.676 3.680 -6.003
H 3.133 5.840 -2.943
H -10.227 1.798 1.219
C -0.042 4.657 1.203
O 1.204 -4.318 1.560
H -2.798 0.357 0.444
C -3.478 -8.075 4.528
C 1.342 4.007 1.275
H -4.307 -9.808 2.496
C -0.741 -0.126 2.053
C -9.900 0.939 0.635
C 0.302 1.730 0.673
C -10.396 -1.367 -0.111
H -9.012 -0.009 2.379
H 10.385 2.885 -4.091
H 11.619 4.418 -6.428
H 1.979 -6.432 -2.109
H -11.499 -0.291 1.407
H -0.770 6.681 1.634
H 1.556 2.932 -0.571
O -6.541 -8.407 2.715
S 0.484 -5.437 1.009
H -5.773 -3.153 3.217
C 11.023 3.680 -4.483
H -4.517 -6.170 4.274
C -2.452 -0.633 0.163
H -3.724 -8.736 1.192
H 2.620 -6.013 0.167
O 9.914 6.909 -5.615
S -5.305 -7.675 2.624
H -6.011 -2.692 0.305
H -0.118 -4.922 -2.510
O -8.553 -2.441 1.462
C 0.146 6.149 1.387
C -4.736 -7.236 4.273
C 9.471 4.390 -6.230
C 5.884 4.320 -1.742
H 2.030 4.723 0.842
C -2.830 -8.357 3.166
O 2.360 5.885 4.389
C 4.139 6.128 -2.643
H -0.549 -0.751 2.925
H 0.444 -7.141 -1.630
H 5.898 3.346 -1.258
H -4.952 -4.438 2.143
H -2.794 -7.560 5.201
O 1.172 6.464 2.331
```

Results of the Löwdin charge analysis, in e, for atoms 1 through 8: number 1, H, carries 0.10; number 2, H, carries 0.10; number 3, H, carries 0.11; number 4, O, carries -0.33; number 5, H, carries 0.12; number 6, H, carries 0.11; number 7, C, carries -0.21; number 8, H, carries 0.09


Here is a 10-piece molecular cluster, C33H61NO27 overall at a distorted geometry from the Open Molecules 2025 dataset. Energies are from ωB97M-V/def2-TZVPD.

Output
Orbital gap = 0.383 hartree
Structure (SMILES) = C[C@H]1COC(=O)O1.C[C@H]1COC(=O)O1.COC(=O)OC.COC(=O)OC.COC(=O)OC.COC(=O)OC.COC(=O)OC.COC(=O)OC.COC(=O)OC.CCCC#N
E = -91973.49994 eV
E_HOMO = -10.0 eV

```
122
C33H61NO27 | the Open Molecules 2025 dataset | ωB97M-V/def2-TZVPD
C -4.002 1.388 4.130
C 1.105 2.209 -4.058
H 1.730 1.570 -3.485
H -4.659 0.867 4.733
C -0.235 -7.142 -1.988
C -2.081 -2.995 -0.180
O 3.892 0.436 -1.592
O -4.621 1.947 3.048
H -2.332 -2.882 6.724
O -1.331 2.570 -1.772
H 3.068 6.956 -2.793
H 4.093 0.051 3.146
O 1.521 5.537 -2.947
H 2.772 1.170 2.948
H -0.792 4.445 0.475
O -2.315 4.168 -3.166
O -1.062 4.825 -1.474
H -2.129 0.011 -1.331
C -0.212 4.640 -0.389
O 2.317 4.566 -5.072
H 1.273 -4.226 2.668
H 2.277 -2.978 -4.036
H 1.550 2.372 -5.084
O -1.454 -3.665 0.678
H -3.367 2.409 -3.267
H -3.653 3.509 -4.556
H -3.750 4.286 -0.029
H -1.069 -1.563 -3.681
O 1.000 -3.807 -1.736
C 0.770 -5.059 -1.276
H 1.473 7.609 -2.817
H -1.783 -0.006 2.004
O 1.497 -2.607 -5.944
C 0.624 0.654 0.120
O -1.657 -1.759 -0.437
H 5.443 -0.684 -0.806
C 1.761 4.500 -3.744
C 1.053 -1.478 -6.465
H -2.157 2.752 -4.549
H 4.347 4.007 -0.137
O -3.236 -3.546 -0.826
H -1.215 -5.516 1.566
H 3.619 1.081 4.521
H 0.527 3.818 -0.518
H -3.194 0.737 3.841
H 0.289 5.595 -0.133
C 1.042 -1.229 -4.220
H 0.588 -2.171 6.201
H -0.468 0.066 -3.311
H 2.509 -3.256 -0.383
C 0.256 1.965 3.234
O 0.903 -5.498 0.063
H -2.912 -4.958 1.498
H -1.118 1.661 0.573
C -0.263 1.253 1.102
H 2.128 -2.102 -1.527
H 0.636 -3.399 -4.298
H -1.082 -7.015 -1.273
H 1.033 -2.407 -0.140
C -2.925 3.158 -3.881
O 0.897 -1.146 -7.609
H -0.581 -7.627 -2.884
C 1.384 -2.677 -4.548
H -3.414 2.528 -0.442
H 4.605 -1.289 -2.267
C 4.428 -0.794 -1.252
C -1.932 -4.973 0.993
C 0.623 -3.399 2.900
H 0.021 -1.274 -2.346
H -2.082 -5.512 0.049
H -0.179 -0.671 2.053
O 2.441 -0.554 4.132
H -3.594 2.171 4.816
C 3.244 0.477 3.669
H 2.921 3.597 0.611
C -1.523 -2.130 6.626
C -2.607 -0.891 -0.973
N -2.873 -2.353 3.412
O 0.277 2.239 1.967
O 0.811 -0.602 -5.491
C 1.688 -2.840 -0.916
O 3.218 2.561 -1.080
O 1.243 -2.410 3.792
O 4.420 1.329 0.630
O 0.302 -5.864 -2.298
H 0.424 -7.768 -1.428
C -0.198 -1.013 -3.323
H 0.302 -2.912 1.956
H -1.045 -0.557 5.112
C -4.144 3.309 -0.153
C -1.578 3.854 -2.080
H -3.355 -0.516 -0.234
H 0.242 -0.273 -0.271
O 0.831 2.563 4.139
H -0.295 -3.737 3.397
H 0.062 1.826 -4.090
O -0.431 0.858 3.374
O 1.191 3.373 -3.240
H 0.197 -3.259 7.430
C -0.742 0.234 2.156
C -3.953 2.655 2.146
H -2.617 -0.490 5.932
H -1.484 -1.529 7.580
C 3.335 3.717 -0.364
O -2.552 2.827 2.259
H 1.933 -0.796 -3.816
H 0.826 1.333 -0.706
H -3.216 -1.243 -1.846
C 3.846 1.419 -0.642
H -4.968 3.398 -0.861
O 2.461 -1.479 1.901
C 2.063 6.838 -3.260
H -0.284 -3.701 5.809
H 2.079 7.070 -4.289
H 2.950 4.585 -0.861
H 3.895 -1.424 -0.574
C -1.874 -1.131 5.505
H 1.521 0.402 0.622
C -2.422 -1.823 4.332
C 2.057 -1.501 3.253
C -0.160 -2.843 6.497
O -4.716 2.982 1.142
```

Results of the Löwdin charge analysis, in e, for atoms 1 through 8: number 1, C, carries -0.07; number 2, C, carries -0.02; number 3, H, carries 0.07; number 4, H, carries 0.08; number 5, C, carries -0.04; number 6, C, carries -0.46; number 7, O, carries -0.02; number 8, O, carries 0.03


Here is C33H62Cl3N2O11PS2 as an isolated structure at a distorted geometry from the Open Molecules 2025 dataset. Energies are from ωB97M-V/def2-TZVPD.

Output
Orbital gap = 0.262 hartree
E = -129250.86961 eV
E_HOMO = -8.1 eV

```
114
C33H62Cl3N2O11PS2 | the Open Molecules 2025 dataset | ωB97M-V/def2-TZVPD
C 1.095 -1.874 9.699
Cl -4.394 3.713 2.124
C 0.715 -1.871 -4.189
S -0.400 -0.532 2.869
H -0.764 0.206 -6.966
S 2.671 1.491 -1.728
H 0.229 -2.829 -4.011
H -2.502 -2.746 8.668
H 6.370 -0.304 5.257
H 3.879 -2.109 3.617
C -0.181 -0.483 1.083
C 0.247 0.368 -6.579
H 1.011 6.370 2.695
H -3.499 2.819 -1.124
H -3.216 -2.593 -10.773
C -5.078 -2.447 -8.266
H -1.531 -2.836 -10.272
H -0.385 1.070 -4.666
C 7.222 -2.142 5.977
H 1.175 -1.529 -3.254
H -2.132 -1.191 -10.556
H 7.632 -3.072 5.573
H -2.306 -0.869 0.669
H -1.185 -2.125 0.200
H 0.566 1.374 -6.872
H 1.713 -2.885 7.591
C 0.524 -1.695 -7.703
H -2.641 -1.662 7.270
C -1.836 0.847 -1.429
C -4.805 1.548 0.617
H -4.245 -0.830 -9.415
C 3.420 5.389 0.004
O 6.151 -2.409 6.868
C -0.033 -2.083 6.605
C 1.743 5.696 2.280
H -2.369 5.579 0.415
P 1.669 5.687 0.441
O -1.301 4.063 2.716
H 6.258 -4.474 7.015
H 2.737 6.068 2.513
H 0.701 -1.101 0.951
C -3.669 2.503 0.981
C -3.972 -1.461 -8.564
C -1.452 5.125 2.248
H -1.994 0.982 -2.500
O 1.114 -1.117 8.506
H 7.671 -0.965 4.253
N 2.530 2.915 -0.995
H -2.913 2.001 1.570
O -0.956 -2.864 7.357
H 4.038 6.161 0.446
C -1.359 5.401 0.763
H -0.140 -2.169 -6.977
H -0.048 -1.428 -8.595
H -4.688 1.117 -0.370
H 0.138 -2.606 5.664
H 8.009 -1.647 6.554
H 4.248 -1.549 5.256
O 0.147 -1.727 3.432
H 2.090 -2.279 9.917
H 1.303 -2.403 -7.984
O 5.868 -1.867 3.986
C 6.793 -1.228 4.851
H 1.673 4.705 2.720
C 1.251 3.111 -0.720
C 0.423 2.010 -1.152
H -2.797 0.867 -0.948
H -5.980 -1.893 -7.987
C 0.253 0.276 -5.071
H -5.730 2.115 0.598
O 1.160 -0.549 -7.162
C -4.865 -4.541 -9.353
H 3.760 4.437 0.403
C -0.989 2.013 -0.954
C -1.946 -2.087 8.003
C -3.052 3.236 -0.228
H -4.798 -3.085 -7.423
H -4.931 0.787 1.377
H 4.671 -3.731 7.295
H 5.299 -3.860 5.640
H 1.264 0.427 -4.683
H -1.505 -1.280 8.593
N 1.130 1.055 -1.737
H -0.455 -1.101 6.372
O 0.164 0.674 3.398
H -0.298 -0.706 -1.631
H -0.814 6.329 0.601
H 0.059 0.552 0.879
C 1.280 -1.912 7.338
H 4.388 -0.428 3.870
H -5.032 -5.003 -10.324
H 0.375 -2.695 9.644
C 5.571 -3.688 6.684
H -3.791 -4.529 -9.147
C -1.323 -1.048 0.243
H -1.943 -1.235 -1.757
C -2.397 -2.184 -10.176
C -1.541 3.129 -0.369
H 0.806 -1.206 10.509
H -5.376 -5.137 -8.589
C -0.703 4.237 0.076
H -3.833 -0.813 -7.692
C -1.283 -0.563 -1.212
Cl -2.401 -0.360 3.262
O -5.400 -3.231 -9.404
H -3.390 4.258 -0.189
H 3.555 5.339 -1.067
O -0.280 -0.958 -4.613
O -2.736 -2.118 -8.802
C 4.528 -1.462 4.204
C 0.661 4.252 -0.083
H 1.489 -2.002 -4.948
Cl -1.842 6.491 3.307
H 1.988 -1.386 6.690
```

Results of the Löwdin charge analysis, in e, for atoms 1 through 8: number 1, C, carries -0.12; number 2, Cl, carries 0.65; number 3, C, carries -0.11; number 4, S, carries 0.34; number 5, H, carries 0.12; number 6, S, carries 1.04; number 7, H, carries 0.09; number 8, H, carries 0.09


Here is a 5-piece molecular cluster, C33H62ClF3IN5O19P3 overall at a distorted geometry from the Open Molecules 2025 dataset. Energies are from ωB97M-V/def2-TZVPD.

Output
Total charge = +1
Orbital gap = 0.224 hartree
E = -138201.35996 eV
E_HOMO = -10.5 eV

```
127
C33H62ClF3IN5O19P3 | the Open Molecules 2025 dataset | ωB97M-V/def2-TZVPD
C 0.506 -3.666 -5.462
P 5.270 2.125 -1.973
H -8.889 -3.916 5.724
O 1.771 -1.642 -2.765
C -3.626 8.831 1.747
H -7.164 -7.140 1.174
O 0.384 -4.984 -5.141
F 9.880 1.847 -0.678
H 4.884 -2.363 1.454
C -5.524 -0.102 1.819
H -6.582 10.028 2.314
O 8.238 -0.020 -0.497
O 4.040 -4.809 -4.108
H 9.132 -4.002 -1.025
C 6.593 -0.501 -2.503
C -8.348 -3.997 4.775
H 3.265 1.194 3.181
C -8.439 1.416 5.846
C -7.073 -0.091 3.564
H -0.638 -0.465 0.073
C -3.870 3.764 1.482
H -1.826 -1.761 -0.165
C 5.255 0.194 -1.777
H 5.238 1.437 1.854
H -3.330 3.741 0.531
N 4.468 -1.770 -4.979
C 4.845 -1.371 -3.712
H 2.719 -3.224 1.174
H 6.629 0.028 -3.575
H 8.869 -1.159 -2.168
C 9.590 0.453 -0.172
C -3.190 2.894 2.524
N 6.985 -2.592 -3.222
H -5.973 12.040 1.014
O -3.230 1.514 2.140
O -2.523 -0.174 0.927
C 2.904 -2.399 0.330
H 8.529 0.650 -2.486
H -8.289 -0.753 5.733
H 9.595 -3.139 -2.720
C -9.028 -3.127 3.733
H 2.673 -2.930 -0.686
F 9.620 0.597 1.332
O -6.890 -0.030 2.221
H -4.427 11.307 0.548
H -5.003 0.816 2.109
C -8.764 0.080 5.202
C -7.485 -5.750 3.452
H 1.491 1.352 -1.127
H -4.884 3.402 1.280
O -4.979 8.899 1.753
C 1.979 -1.777 -5.958
P 2.548 -0.095 -2.603
O 2.060 0.533 -1.015
C 4.952 -4.396 -4.983
C 4.506 -2.070 0.359
H -5.796 -7.356 2.325
H 5.204 -4.414 -1.809
C 3.170 0.550 2.210
N 1.888 1.028 -3.623
H -1.499 7.892 0.398
H -3.731 2.975 3.473
C 6.306 -4.807 -1.833
H -5.495 -0.188 0.729
H -5.029 -0.980 2.247
C -2.328 1.141 1.200
N 5.927 -1.868 -2.771
C -1.862 7.374 1.292
H -8.488 -3.151 2.783
N 4.278 -0.201 -2.877
H 2.417 -2.404 -2.826
H 2.117 0.818 1.728
H -9.845 -0.088 5.241
H 3.932 1.968 0.595
H 4.749 -3.050 -6.810
C -1.695 -0.676 -0.119
H 3.242 -0.581 2.550
H 1.705 -1.838 -7.119
H -1.328 7.720 2.183
O -3.269 7.563 1.423
I 6.440 -5.940 -5.603
H 6.274 -2.695 -5.762
O -6.654 -5.028 2.924
O -2.857 9.753 1.973
H -9.083 -2.088 4.072
H -3.925 4.803 1.821
H -2.006 -0.249 -1.077
H 9.151 -5.018 -2.634
O 6.709 2.664 -1.130
H 5.078 -2.785 -0.370
H -8.889 2.237 5.279
C 5.108 -2.938 -5.683
P 5.035 -0.303 0.017
C 4.353 1.016 1.176
H 3.891 -1.050 -6.930
C 7.311 -3.678 -2.462
C -5.463 11.091 0.822
H -1.672 6.303 1.172
H -0.448 -3.000 -5.684
H -2.160 3.217 2.712
C -5.534 10.188 2.041
H -8.808 1.450 6.875
C 8.070 -0.310 -1.936
H -5.040 10.639 2.909
C 3.414 -1.031 -5.832
H 2.198 -1.507 0.600
O -8.388 -5.377 4.391
O 1.901 -3.149 -5.450
O -1.496 1.863 0.673
H 1.161 0.586 -4.224
H -6.983 -8.652 2.087
H 1.059 -1.191 -5.474
H -7.318 -3.674 4.963
F 10.683 -0.508 -0.490
H -7.360 1.597 5.863
H 6.676 2.175 -0.248
C 8.939 -3.942 -2.179
Cl 5.353 2.569 -4.051
O -6.194 -0.248 4.397
H -10.042 -3.489 3.531
H 6.632 -4.963 -0.699
H -5.927 10.607 -0.044
O -7.681 -7.065 3.178
H 3.396 0.102 -5.542
H 6.330 -5.844 -2.381
O -8.394 0.078 3.818
C -6.853 -7.567 2.132
```

Results of the Löwdin charge analysis, in e, for atoms 1 through 8: number 1, C, carries -0.09; number 2, P, carries 0.67; number 3, H, carries 0.13; number 4, O, carries -0.20; number 5, C, carries -0.55; number 6, H, carries 0.10; number 7, O, carries -0.03; number 8, F, carries 0.03